Computed, not measured: a molecular structure, C3H6N3S in a non-equilibrium geometry, with ωB97M-V/def2-TZVPD.

Structure (XYZ):
```
13
Properties=species:S:1:pos:R:3:forces:R:3
H -0.00964 -3.57925 1.81060 0.24 0.55 -0.46
H 0.34827 2.42730 0.64688 -0.67 -0.45 0.57
H 1.69523 -3.46333 1.23528 -2.68 1.02 -0.18
S -1.09878 -0.76959 0.56530 -0.68 -1.80 1.69
H 0.44300 1.94358 -3.26772 -0.12 0.14 -0.14
H -1.25190 2.64034 0.52058 -2.78 1.94 1.09
N 0.36782 -1.25374 -0.43352 3.78 3.86 -5.74
N -0.53900 2.07243 0.24263 3.99 -1.59 -1.93
N 0.66001 -3.07643 1.22414 3.36 -0.90 -0.34
C -0.26278 2.19281 -1.14048 -0.45 -0.43 0.06
H -0.72081 0.87515 0.44250 0.21 1.11 -0.47
C 0.29199 -2.08303 0.43092 -4.26 -3.42 5.57
C 0.07658 2.07377 -2.27713 0.07 -0.04 0.30
```
Forces are in eV/Å.

The calculation puts the LUMO energy (spin up / spin down) at -3.59 / -6.86 eV. The net charge is +1. The expectation value of S² is 2.0082. As for the energy: -18498.572 eV. As for the spin multiplicity: 3. Its frontier orbital gap (spin up / spin down) is 6.35 / 7.23 eV.